Here is the molecule C3H2N2O2 in a non-equilibrium geometry from OMol25. Energies are from the ωB97M-V functional and the def2-TZVPD basis.

XYZ file:
```
9
Properties=species:S:1:pos:R:3:forces:R:3:mulliken_charge:R:1
N 0.8957 2.6329 2.1477 -0.052 -2.433 -2.618 -0.357
C 0.8563 1.8585 1.2587 0.617 3.232 2.669 0.227
C 0.7474 1.0404 0.1009 -0.452 -1.461 -1.105 0.094
N 0.0877 -0.0491 0.3852 0.476 1.822 -0.373 -0.335
O -0.1507 -0.7359 -0.7514 1.024 -0.529 -1.916 -0.079
C -1.0087 -1.8146 -0.7037 0.345 1.211 0.344 0.246
O -1.7160 -1.9699 0.2272 -0.464 -1.137 -0.277 -0.403
H 1.1560 1.3475 -0.9649 -1.024 -0.652 2.380 0.320
H -0.8677 -2.3099 -1.6997 -0.470 -0.054 0.895 0.286
```
Positions in Å, forces in eV/Å.

Results
Highest occupied orbital energy = -10.8 eV
DFT total energy = -10215.4047 eV
Relative energy (zero: lowest compared OMol25 entry of this formula, charge and spin) = 64.2 kcal per mole
SMILES = N#C/C=N/OC=O
LUMO energy = -0.628 eV
Spin multiplicity = 1
Kohn-Sham gap = 10.22 eV
M = 98.1 g/mol